Here is a molecular structure, C2H8NO2 from the OMol25 dataset. Energies are from the ωB97M-V functional and the def2-TZVPD basis.

CARTESIAN COORDINATES (ANGSTROEM)
C -0.7119 -0.5425 -0.0656
O -0.0506 0.4497 -0.7497
C -0.2468 -0.9274 1.3431
N -0.3296 0.0608 2.4092
H -1.7737 -0.0529 0.0898
H -0.9288 -1.5028 -0.6826
H -0.9299 -1.8051 1.5182
H 0.8162 -1.3181 1.3640
H 0.6316 0.3199 2.5359
H -0.7027 0.8843 2.1768
H 1.1447 0.1643 -3.1803
H 0.7273 0.7582 -1.7168
O 1.1849 0.9185 -2.5796

E	-286.1991	Eh
relative energy (zero: lowest compared OMol25 entry of this formula, charge and spin)	30.23	kcal/mol
2S+1	1
F_max	4.731	eV Å⁻¹
LUMO energy	4.531	eV
charge	-1